i | {"formula": "C6H18N3", "method": "wB97M-V/def2-TZVPD", "elements": ["C", "C", "C", "C", "C", "C", "N", "N", "N", "H", "H", "H", "H", "H", "H", "H", "H", "H", "H", "H", "H", "H", "H", "H", "H", "H", "H"], "coordinates": [[1.28344, -1.89974, 0.02643], [-1.70052, -1.50946, 0.46066], [-1.45813, -0.76898, -1.90034], [-0.07970, 2.71913, -0.33195], [0.51523, -0.72585, -0.53179], [1.08557, 0.87811, 0.55566], [1.60630, 0.56030, 1.78439], [-0.93341, -0.66967, -0.53486], [-0.22247, 1.65683, 0.61827], [0.95004, -2.06937, 1.00892], [0.95395, -2.80344, -0.45680], [2.28756, -1.77279, -0.31030], [-1.41938, -1.31237, 1.42602], [-2.79318, -1.18674, 0.24025], [-1.69945, -2.49201, 0.24649], [-0.94596, -0.06750, -2.55994], [-1.55919, -1.84811, -2.17430], [-2.59718, -0.64568, -1.82801], [0.49286, 2.36375, -1.13360], [-1.03626, 2.98138, -0.71922], [0.46353, 3.50759, 0.17618], [0.83378, -0.54642, -1.55851], [1.76885, 1.36437, -0.17030], [1.02191, 0.07961, 2.39298], [2.53299, 0.15481, 1.91714], [-0.46597, 1.89314, 1.52693], [-1.02344, 0.93838, 0.19565]], "mulliken_charge": [-1.758, -1.205, -0.970, -1.019, 0.343, -0.310, -0.539, -0.175, 0.012, 0.393, 0.460, 0.409, 0.406, 0.335, 0.441, 0.340, 0.364, 0.302, 0.391, 0.379, 0.389, 0.471, 0.249, 0.206, 0.297, 0.333, 0.457], "spin_multiplicity": 1, "mol_weight_g_mol": 132.2, "total_charge": 1, "lumo_energy_ev": -2.6007}

***

ii | {"formula": "C6H18N3", "method": "wB97M-V/def2-TZVPD", "elements": ["C", "C", "C", "N", "N", "N", "H", "H", "H", "H", "H", "H", "H", "H", "H", "H", "C", "C", "C", "H", "H", "H", "H", "H", "H", "H", "H"], "coordinates": [[1.51859, 1.05288, -0.80246], [2.75241, 0.74266, 0.08408], [-0.13456, -0.15370, -2.06997], [0.47257, 0.06043, -0.95857], [-0.09749, 0.82761, -3.18123], [-0.83219, -1.36613, -2.27377], [1.01386, 1.97737, -0.36752], [1.92834, 1.37286, -1.87020], [3.50823, 0.01828, -0.37151], [2.43519, 0.17170, 1.06046], [0.34018, -0.66048, -0.26345], [0.29044, 1.72732, -3.29529], [-0.30008, 0.41319, -4.01580], [-1.36155, -1.89772, -1.53188], [-1.31298, -1.33665, -3.12829], [3.28417, 1.59814, 0.27584], [-0.75412, -0.15910, 2.38120], [-1.97498, 0.58527, 2.05217], [-0.84614, -1.66845, 1.81664], [0.10249, 0.33905, 1.96324], [-0.49890, -0.14205, 3.45599], [-1.89028, 1.47047, 2.75097], [0.15758, -1.92925, 1.39535], [-1.00968, -2.39798, 2.57890], [-2.94678, 0.17740, 2.20709], [-2.10190, 0.97646, 1.02608], [-1.74240, -1.79959, 1.08195]], "mulliken_charge": [-0.373, -1.188, 0.741, 0.147, -0.406, -0.402, 0.302, 0.343, 0.340, 0.247, -0.095, 0.221, 0.167, 0.251, 0.228, 0.398, 0.300, -1.241, -1.138, -0.106, 0.382, 0.295, 0.374, 0.387, 0.393, 0.281, 0.152], "spin_multiplicity": 1, "mol_weight_g_mol": 132.2, "total_charge": 1, "lumo_energy_ev": -2.9426}

***

We find ii to be the most stable, with the next structure 0.0668 hartree higher.

***

i | {"formula": "C4H5NO2", "method": "wB97M-V/def2-TZVPD", "elements": ["N", "C", "C", "C", "O", "C", "O", "H", "H", "H", "H", "H"], "coordinates": [[0.46658, -1.51988, 0.57801], [-0.00591, -0.25012, 0.17607], [-0.43121, 0.07201, -1.24973], [0.63889, 0.86632, -0.60992], [0.04054, 1.87453, 0.23662], [-0.45642, 0.88481, 1.06555], [-0.93437, 1.01209, 2.15005], [-0.24084, -2.23624, 0.46207], [0.73630, -1.50238, 1.55665], [-0.08828, -0.65590, -1.98117], [-1.40110, 0.52102, -1.44982], [1.66374, 1.00077, -0.92790]], "mulliken_charge": [-0.619, 0.367, -0.716, -0.026, -0.358, 0.507, -0.551, 0.251, 0.277, 0.278, 0.236, 0.353], "spin_multiplicity": 1, "mol_weight_g_mol": 99.1, "total_charge": 0, "lumo_energy_ev": 0.9028}

***

ii | {"formula": "C4H5NO2", "method": "wB97M-V/def2-TZVPD", "elements": ["O", "C", "C", "O", "N", "C", "C", "H", "H", "H", "H", "H"], "coordinates": [[2.29877, 0.51972, 1.94469], [2.17710, 0.13027, 0.81289], [0.88454, 0.14834, -0.00218], [1.02915, 0.49568, -1.16251], [-0.33926, 0.00392, 0.58374], [-1.43400, -0.79917, 0.06929], [-1.36857, 0.41487, -0.70218], [3.03399, -0.17876, 0.18183], [-2.22470, -0.88936, 0.79680], [-1.15841, -1.71015, -0.45754], [-1.11886, 0.36306, -1.77294], [-1.77569, 1.35729, -0.37360]], "mulliken_charge": [-0.426, -0.107, 0.747, -0.550, -0.384, -0.222, -0.340, 0.316, 0.222, 0.232, 0.202, 0.309], "spin_multiplicity": 1, "mol_weight_g_mol": 99.1, "total_charge": 0, "lumo_energy_ev": 0.0176, "smiles": "O=CC(=O)N1CC1"}

***

iii | {"formula": "C4H5NO2", "method": "wB97M-V/def2-TZVPD", "elements": ["O", "C", "C", "C", "N", "C", "O", "H", "H", "H", "H", "H"], "coordinates": [[3.12996, -0.10585, -0.21772], [1.96341, -0.16553, -0.52308], [0.86285, 0.34429, 0.34007], [-0.27870, 1.16446, -0.29597], [-0.42928, -0.22326, 0.04297], [-1.44304, -0.82633, 0.54723], [-2.62307, -0.27584, 0.37981], [1.62800, -0.55927, -1.50846], [1.11761, 0.49730, 1.38830], [-0.12249, 1.24601, -1.38126], [-2.41008, 0.66584, 0.13354], [-1.39518, -1.76183, 1.09458]], "mulliken_charge": [-0.477, -0.108, 0.045, -0.817, 0.037, 0.169, -0.396, 0.325, 0.350, 0.204, 0.316, 0.350], "spin_multiplicity": 1, "mol_weight_g_mol": 99.1, "total_charge": 0, "lumo_energy_ev": 0.2827}

***

iv | {"formula": "C4H5NO2", "method": "wB97M-V/def2-TZVPD", "elements": ["C", "C", "C", "O", "C", "O", "N", "H", "H", "H", "H", "H"], "coordinates": [[1.85913, -0.30084, 0.19230], [0.41412, 0.00418, 0.02832], [-0.04495, 0.56441, -1.10160], [-1.45155, 0.62671, -0.99763], [-1.67280, 0.10310, 0.20818], [-2.92128, 0.01704, 0.66018], [-0.63718, -0.29093, 0.87905], [2.28983, 0.07172, 1.12387], [2.04989, -1.37465, 0.09801], [2.35436, 0.22076, -0.63246], [0.45651, 0.53713, -2.06014], [-2.80686, -0.41148, 1.52809]], "mulliken_charge": [-0.962, 0.661, -0.426, -0.303, 0.631, -0.466, -0.643, 0.292, 0.250, 0.293, 0.306, 0.369], "spin_multiplicity": 1, "mol_weight_g_mol": 99.1, "total_charge": 0, "lumo_energy_ev": 0.8032, "smiles": "Cc1coc(O)n1"}

***

We find iv to be the most stable, with the next structure 0.0415 hartree higher.

***

i | {"formula": "C4H5NO2", "method": "wB97M-V/def2-TZVPD", "elements": ["O", "C", "C", "C", "N", "C", "O", "H", "H", "H", "H", "H"], "coordinates": [[-2.53989, 0.66531, 0.67583], [-1.89875, -0.16654, 0.06969], [-0.50207, 0.04576, -0.36486], [0.40195, 0.90723, 0.46654], [1.66537, 0.32052, -0.10466], [1.39100, -0.97738, -0.24060], [0.12789, -1.23019, -0.37273], [-2.30267, -1.18727, -0.10080], [0.89782, 0.57286, -1.23606], [0.39616, 1.94865, 0.15763], [0.27509, 0.86214, 1.56257], [2.08809, -1.76109, -0.51255]], "mulliken_charge": [-0.488, -0.038, -0.130, -0.284, -0.538, 0.118, -0.242, 0.316, 0.370, 0.274, 0.276, 0.367], "spin_multiplicity": 1, "mol_weight_g_mol": 99.1, "total_charge": 0, "lumo_energy_ev": -0.0931}

***

ii | {"formula": "C4H5NO2", "method": "wB97M-V/def2-TZVPD", "elements": ["C", "C", "C", "O", "N", "C", "O", "H", "H", "H", "H", "H"], "coordinates": [[-0.32905, -0.10998, -1.83967], [0.33097, -0.22471, -0.54071], [1.05423, -0.35007, 0.49185], [2.13295, -0.91712, 1.01560], [0.26398, 0.70379, 0.98403], [-1.05093, 0.55442, 1.41768], [-1.93142, 0.02445, 0.77632], [-1.39695, -0.32336, -1.75328], [-0.18697, 0.89191, -2.25555], [0.11698, -0.83104, -2.53607], [2.26645, -0.51407, 1.88375], [-1.27023, 1.09577, 2.35605]], "mulliken_charge": [-1.153, 0.414, 0.412, -0.482, -0.502, 0.196, -0.499, 0.311, 0.280, 0.319, 0.347, 0.358], "spin_multiplicity": 1, "mol_weight_g_mol": 99.1, "total_charge": 0, "lumo_energy_ev": 0.6213, "smiles": "CC1=C(O)N1C=O"}

***

We find ii to be the most stable, with the next structure 0.0336 hartree higher.

***

i | {"formula": "C4H5NO2", "method": "wB97M-V/def2-TZVPD", "elements": ["H", "N", "C", "O", "C", "C", "C", "O", "H", "H", "H", "H"], "coordinates": [[2.81233, 1.36539, -0.00011], [2.58873, 0.37816, -0.00006], [1.35811, 0.13619, 0.00002], [0.99260, -1.15822, 0.00008], [-0.33373, -1.47792, -0.00002], [-1.30570, -0.58038, -0.00004], [-0.96801, 0.87434, 0.00007], [0.43737, 1.12275, 0.00001], [-0.47515, -2.54681, -0.00009], [-2.34402, -0.85477, -0.00013], [-1.38131, 1.37073, -0.88874], [-1.38122, 1.37055, 0.88902]], "mulliken_charge": [0.274, -0.658, 0.662, -0.349, -0.160, -0.400, -0.250, -0.383, 0.405, 0.339, 0.261, 0.261], "spin_multiplicity": 1, "mol_weight_g_mol": 99.1, "total_charge": 0, "lumo_energy_ev": 0.7342, "smiles": "[H]/N=C1/OC=CCO1"}

***

ii | {"formula": "C4H5NO2", "method": "wB97M-V/def2-TZVPD", "elements": ["O", "C", "C", "C", "N", "C", "O", "H", "H", "H", "H", "H"], "coordinates": [[-1.18067, 0.05990, 1.13191], [-1.54266, -0.43338, -0.12479], [-0.67687, 0.45783, -0.87353], [-0.30733, 1.03330, 0.49157], [3.42032, -0.65816, 0.66815], [2.42582, -1.07874, 0.25979], [-0.41464, -0.95746, -0.79679], [-2.50388, -0.91214, -0.26531], [-0.72969, 0.91837, -1.85043], [-0.69298, 2.04306, 0.65421], [0.73094, 0.94623, 0.82118], [1.47164, -1.41881, -0.11597]], "mulliken_charge": [-0.408, 0.060, -0.124, -0.373, -0.389, 0.114, -0.465, 0.390, 0.413, 0.263, 0.207, 0.313], "spin_multiplicity": 1, "mol_weight_g_mol": 99.1, "total_charge": 0, "lumo_energy_ev": 0.8647}

***

We find i to be the most stable, with the next structure 0.0794 hartree higher.

***

i | {"formula": "C4H5NO2", "method": "wB97M-V/def2-TZVPD", "elements": ["C", "O", "N", "C", "C", "C", "O", "H", "H", "H", "H", "H"], "coordinates": [[-0.29462, -2.09655, -0.53081], [-1.29977, -1.33811, -1.20065], [-1.58942, -0.07284, -0.71098], [-0.65813, 0.67981, -0.45336], [0.32091, 1.55401, -0.34316], [0.83600, 2.01010, 0.95744], [0.32290, 1.74284, 2.02097], [0.41517, -1.48419, 0.03661], [-0.79563, -2.80145, 0.13612], [0.24218, -2.63659, -1.31465], [0.72492, 1.95710, -1.26825], [1.73454, 2.65396, 0.89326]], "mulliken_charge": [-0.531, -0.187, -0.312, 0.670, -0.585, 0.037, -0.480, 0.284, 0.222, 0.216, 0.343, 0.323], "spin_multiplicity": 1, "mol_weight_g_mol": 99.1, "total_charge": 0, "lumo_energy_ev": -0.2607, "smiles": "CON=C=CC=O"}

***

ii | {"formula": "C4H5NO2", "method": "wB97M-V/def2-TZVPD", "elements": ["O", "C", "C", "C", "N", "C", "O", "H", "H", "H", "H", "H"], "coordinates": [[0.40591, -2.28185, -0.06609], [0.29380, -1.36880, -0.87471], [-0.59687, -0.20214, -0.63204], [-1.11848, 0.07367, 0.68161], [-0.22449, 1.27026, 0.82659], [1.05764, 1.22662, 0.50883], [1.69006, 0.57676, -0.36388], [0.77139, -1.39393, -1.87617], [-0.85627, 0.44446, -1.47035], [-2.15346, 0.41906, 0.74507], [-0.90409, -0.72028, 1.40707], [1.63485, 1.95618, 1.11407]], "mulliken_charge": [-0.492, 0.077, -0.090, -0.333, -0.456, 0.196, -0.551, 0.334, 0.389, 0.288, 0.251, 0.387], "spin_multiplicity": 1, "mol_weight_g_mol": 99.1, "total_charge": 0, "lumo_energy_ev": [-1.7383, -1.7429]}

***

iii | {"formula": "C4H5NO2", "method": "wB97M-V/def2-TZVPD", "elements": ["C", "C", "C", "O", "N", "C", "O", "H", "H", "H", "H", "H"], "coordinates": [[2.21981, -0.66257, -0.01079], [1.07196, -0.02002, -0.20466], [-0.16787, -0.79926, -0.19679], [-0.27612, -1.97183, 0.00023], [-1.40677, 0.01303, -0.60522], [-1.80535, 1.09331, 0.19914], [-2.53698, -0.07596, 0.22016], [3.17349, -0.16666, 0.02981], [2.21154, -1.73437, 0.11990], [1.00651, 1.04847, -0.34377], [-1.24012, 1.33062, 1.09949], [-2.25009, 1.94524, -0.30751]], "mulliken_charge": [-0.650, -0.227, 0.613, -0.480, -0.183, -0.124, -0.325, 0.269, 0.268, 0.315, 0.287, 0.237], "spin_multiplicity": 1, "mol_weight_g_mol": 99.1, "total_charge": 0, "lumo_energy_ev": -0.0553, "smiles": "C=CC(=O)N1CO1"}

***

iv | {"formula": "C4H5NO2", "method": "wB97M-V/def2-TZVPD", "elements": ["O", "C", "C", "O", "N", "C", "C", "H", "H", "H", "H", "H"], "coordinates": [[-1.47618, -2.16579, -0.45753], [-1.61370, -1.11918, -1.03546], [-0.87877, 0.17777, -0.71323], [-1.17611, 1.16769, -1.35913], [-0.01220, 0.23355, 0.32324], [1.06849, 1.12925, 0.54787], [1.11563, -0.29418, 1.03145], [-2.30843, -0.97141, -1.88641], [0.86940, 1.94511, 1.23674], [1.68321, 1.39775, -0.31079], [1.78227, -0.99827, 0.53776], [0.94641, -0.50229, 2.08550]], "mulliken_charge": [-0.457, 0.047, 0.429, -0.562, -0.031, -0.467, -0.209, 0.359, 0.229, 0.233, 0.229, 0.201], "spin_multiplicity": 1, "mol_weight_g_mol": 99.1, "total_charge": 0, "lumo_energy_ev": -0.0746, "smiles": "O=CC(=O)N1CC1"}

***

We find iv to be the most stable, with the next structure 0.0640 hartree higher.

***

i | {"formula": "C4H5NO2", "method": "wB97M-V/def2-TZVPD", "elements": ["O", "C", "C", "C", "C", "O", "N", "H", "H", "H", "H", "H"], "coordinates": [[0.38853, 0.88150, -2.39252], [0.37309, 0.43033, -1.26432], [-0.47688, -0.85330, -0.68854], [-0.46454, -0.67013, 0.82735], [0.46184, 0.57991, 1.01875], [0.59197, 1.13808, 2.07151], [0.90028, 1.06949, -0.06185], [0.04901, -1.66286, -1.01954], [-1.43181, -0.97547, -1.18196], [-1.41877, -0.50233, 1.44332], [-0.09363, -1.55637, 1.48517], [1.12091, 2.12116, -0.23736]], "mulliken_charge": [-0.537, 0.317, -0.518, -0.290, 0.312, -0.613, -0.101, 0.292, 0.327, 0.251, 0.236, 0.323], "spin_multiplicity": 1, "mol_weight_g_mol": 99.1, "total_charge": 0, "lumo_energy_ev": 0.6990, "smiles": "O=C1CCC(=O)N1"}

***

ii | {"formula": "C4H5NO2", "method": "wB97M-V/def2-TZVPD", "elements": ["O", "C", "C", "C", "N", "C", "O", "H", "H", "H", "H", "H"], "coordinates": [[2.23879, -1.18934, -0.17137], [1.56848, -0.28838, -0.61684], [0.71604, 0.51198, 0.34937], [-0.59193, 1.18482, 0.07715], [-0.52917, -0.07215, 0.78859], [-1.21528, -1.15067, 0.23460], [-2.22502, -0.97960, -0.40740], [1.54025, 0.01626, -1.68958], [1.30280, 0.95439, 1.15058], [-1.03703, 1.16559, -0.91852], [-0.89931, 2.01330, 0.71524], [-0.86862, -2.16620, 0.48819]], "mulliken_charge": [-0.424, -0.127, 0.123, -0.483, -0.200, 0.089, -0.503, 0.335, 0.310, 0.241, 0.254, 0.387], "spin_multiplicity": 1, "mol_weight_g_mol": 99.1, "total_charge": 0, "lumo_energy_ev": 0.2952, "smiles": "O=C[C@H]1CN1C=O"}

***

iii | {"formula": "C4H5NO2", "method": "wB97M-V/def2-TZVPD", "elements": ["O", "C", "C", "C", "N", "C", "O", "H", "H", "H", "H", "H"], "coordinates": [[-1.61422, -0.42310, -0.73610], [-0.26649, -0.20944, -1.18874], [0.51987, -0.82121, -0.01368], [1.17096, 0.15670, 0.87505], [-0.24396, -0.19209, 1.07610], [-1.16197, 0.56712, 0.18906], [-0.36457, 1.18113, -0.82745], [-0.03917, -0.45408, -2.22633], [0.68682, -1.89293, 0.03091], [1.40888, 1.13323, 0.46762], [1.82364, -0.21038, 1.66171], [-1.91979, 1.16505, 0.69186]], "mulliken_charge": [-0.453, 0.071, -0.354, -0.221, -0.484, 0.191, -0.499, 0.486, 0.323, 0.215, 0.256, 0.469], "spin_multiplicity": 1, "mol_weight_g_mol": 99.1, "total_charge": 0, "lumo_energy_ev": 1.0158}

***

iv | {"formula": "C4H5NO2", "method": "wB97M-V/def2-TZVPD", "elements": ["C", "C", "C", "C", "N", "O", "O", "H", "H", "H", "H", "H"], "coordinates": [[-0.96963, -0.42521, 0.68714], [-0.13869, 1.24455, -0.46974], [-0.37231, 0.87325, 0.95057], [-0.13498, -0.33428, -0.68073], [1.04962, -1.06102, -0.70575], [1.01748, -2.15610, -0.17758], [2.06349, -0.68461, -1.26947], [-0.54113, -1.23253, 1.24237], [-2.01789, -0.65841, 0.47053], [-1.03840, 1.54902, -0.94214], [0.66381, 1.91139, -0.70421], [0.41862, 0.97397, 1.59901]], "mulliken_charge": [-0.347, -0.358, -0.256, -0.140, 0.890, -0.572, -0.589, 0.287, 0.231, 0.226, 0.355, 0.273], "spin_multiplicity": 1, "mol_weight_g_mol": 99.1, "total_charge": 0, "lumo_energy_ev": [-1.1590, -1.7377]}

***

We find i to be the most stable, with the next structure 0.0623 hartree higher.